# 1
# C3H8N2O2S

A single C3H8N2O2S molecule in a non-equilibrium geometry (ωB97M-V with the def2-TZVPD basis set, the Open Molecules 2025 dataset).

Element x y z (Å)
1 C 2.092 -0.432 -1.206
2 C -0.036 0.375 -0.060
3 C -1.927 0.185 1.519
4 H 1.606 -0.330 -2.225
5 H 1.828 -1.466 -0.819
6 H 3.123 -0.170 -1.430
7 H -0.861 -0.409 -2.932
8 H -2.548 0.904 0.881
9 H -2.075 0.159 2.622
10 H -2.172 -0.752 1.164
11 H 0.879 0.433 2.501
12 N -0.856 0.002 -0.967
13 N -0.561 0.586 1.300
14 O -0.278 0.144 -2.259
15 O 0.195 -0.243 2.178
16 S 1.590 1.014 -0.267

Results
Frontier orbital gap (eV): 9.6
ΔE to the lowest compared entry with this formula, charge and spin (eV): 4.177
Structure (SMILES): CS/C(=N\O)N(C)O
HOMO energy (eV): -9.04
Charge: 0

# 2
# C3H8N2OS

A single C3H8N2OS molecule in a non-equilibrium geometry (ωB97M-V with the def2-TZVPD basis set, the Open Molecules 2025 dataset).

Element x y z (Å)
1 N 0.963 -1.295 -0.334
2 C 0.271 -0.158 0.234
3 C -1.129 0.172 -0.318
4 S -2.302 -1.154 0.126
5 C 1.158 1.122 0.025
6 N 2.506 0.873 0.023
7 O 0.728 2.242 0.206
8 H 0.515 -2.129 0.053
9 H 0.714 -1.455 -1.306
10 H 0.219 -0.261 1.316
11 H -1.563 1.117 -0.012
12 H -1.051 0.138 -1.412
13 H -1.701 -2.137 -0.575
14 H 3.105 0.077 0.116
15 H 2.987 1.766 -0.001

Results
Frontier orbital gap (eV): 9.9
ΔE to the lowest compared entry with this formula, charge and spin (eV): 0.653
Structure (SMILES): NC(=O)[C@H](N)CS
HOMO energy (eV): -9.21
Charge: 0

# 3
# C3H8N2OS

2 unconnected molecules or ions with the total composition C3H8N2OS in a non-equilibrium geometry (ωB97M-V with the def2-TZVPD basis set, the Open Molecules 2025 dataset).

Element x y z (Å)
1 C -1.380 2.274 1.309
2 C -0.399 -1.771 -0.336
3 C 1.028 -2.047 -0.560
4 N -0.961 1.257 0.574
5 N -0.078 1.068 -0.364
6 O -1.123 -1.809 0.616
7 S -1.150 -1.516 -2.032
8 H -0.990 3.267 1.348
9 H -2.145 2.051 2.013
10 H 0.977 -3.041 -0.924
11 H 1.509 -1.817 0.415
12 H 1.402 -1.355 -1.398
13 H -1.472 0.379 0.667
14 H 0.595 1.853 -0.416
15 H -0.059 -1.068 -2.628

Results
Frontier orbital gap (alpha / beta) (eV): 8.9 / 8.9
ΔE to the lowest compared entry with this formula, charge and spin (eV): 3.785
HOMO energy (alpha / beta) (eV): -8.03 / -8.03
Charge: 0

# 4
# C3H8N2OS

A gas-phase ion, C3H8N2OS (charge +1) in a non-equilibrium geometry (ωB97M-V with the def2-TZVPD basis set, the Open Molecules 2025 dataset).

Element x y z (Å)
1 N 1.602 -0.043 -0.389
2 C 0.302 -0.127 0.126
3 C -0.475 1.158 0.580
4 S 0.363 2.099 1.820
5 C -0.741 -0.887 -0.792
6 N -0.644 -2.209 -0.713
7 O -1.597 -0.322 -1.420
8 H 1.901 0.705 -1.017
9 H 2.290 -0.173 0.342
10 H 0.338 -0.779 0.984
11 H -1.465 0.882 0.873
12 H -0.710 1.816 -0.260
13 H 0.077 3.323 1.344
14 H 0.116 -2.701 -0.289
15 H -1.356 -2.744 -1.188

Results
Frontier orbital gap (alpha / beta) (eV): 11.0 / 4.6
ΔE to the lowest compared entry with this formula, charge and spin (eV): 0.327
HOMO energy (alpha / beta) (eV): -14.28 / -13.44
Spin multiplicity: 2
Charge: +1

# 5
# C3H8N2OS2

A single C3H8N2OS2 molecule in a non-equilibrium geometry (ωB97M-V with the def2-TZVPD basis set, the Open Molecules 2025 dataset).

Element x y z (Å)
1 S -2.457 1.277 1.630
2 S -0.733 0.133 1.628
3 C -0.366 -0.074 -0.167
4 C 1.128 -0.183 -0.360
5 C 1.537 -0.417 -1.823
6 N 0.683 -1.152 -2.632
7 O 2.573 0.029 -2.248
8 N 1.623 -1.346 0.377
9 H -1.877 2.375 2.131
10 H -0.838 0.776 -0.659
11 H -0.914 -0.969 -0.445
12 H 1.618 0.746 -0.052
13 H -0.114 -1.613 -2.232
14 H 0.577 -0.784 -3.566
15 H 2.405 -1.206 0.993
16 H 0.926 -1.972 0.742

Results
Frontier orbital gap (eV): 9.3
ΔE to the lowest compared entry with this formula, charge and spin (eV): 0.411
Structure (SMILES): NC(=O)[C@H](N)CSS
HOMO energy (eV): -8.92
Charge: 0

# 6
# C3H8N2OS2

A single C3H8N2OS2 molecule in a non-equilibrium geometry (ωB97M-V with the def2-TZVPD basis set, the Open Molecules 2025 dataset).

Element x y z (Å)
1 C 1.246 0.516 -0.836
2 C -0.119 -0.899 0.484
3 C -1.664 -0.515 0.458
4 H 2.368 1.909 -1.753
5 H 2.244 2.093 0.034
6 H -0.095 1.433 1.375
7 H 0.135 -1.478 1.469
8 H 0.128 -1.656 -0.253
9 H -1.941 0.342 -0.277
10 H -1.814 -0.101 1.442
11 H -2.340 -2.227 -1.005
12 N 1.966 1.628 -0.850
13 N 0.795 0.166 0.375
14 O 0.814 1.122 1.330
15 S 0.982 -0.392 -2.217
16 S -2.705 -1.940 0.224

Results
Frontier orbital gap (eV): 8.7
ΔE to the lowest compared entry with this formula, charge and spin (eV): 2.296
Structure (SMILES): NC(=S)N(O)CCS
HOMO energy (eV): -8.26
Charge: 0

# 7
# C3H8N2S

A molecular structure, C3H8N2S in a non-equilibrium geometry (ωB97M-V with the def2-TZVPD basis set, the Open Molecules 2025 dataset).

Element x y z (Å)
1 C -1.343 -0.365 -0.144
2 C 0.516 1.658 -0.376
3 C 1.237 -0.450 0.509
4 N -1.451 -1.670 -0.193
5 N 0.417 0.240 -0.451
6 S -2.454 0.765 0.078
7 H 0.455 2.062 0.644
8 H 1.494 1.917 -0.794
9 H -0.252 2.117 -0.997
10 H 1.020 -1.518 0.496
11 H 2.286 -0.330 0.223
12 H 1.116 -0.083 1.538
13 H -0.672 -2.260 -0.415
14 H -2.369 -2.084 -0.117

Results
Frontier orbital gap (eV): 8.9
ΔE to the lowest compared entry with this formula, charge and spin (eV): 2.258
HOMO energy (eV): -8.16
Charge: 0

# 8
# C3H8N2S

A single C3H8N2S molecule in a non-equilibrium geometry (ωB97M-V with the def2-TZVPD basis set, the Open Molecules 2025 dataset).

Element x y z (Å)
1 C -1.174 1.439 -0.108
2 C -0.451 -1.237 -0.391
3 C 0.715 -0.986 0.474
4 H -1.638 1.938 -1.178
5 H 0.076 1.458 -0.208
6 H -1.146 2.467 0.698
7 H -2.826 0.527 0.144
8 H -0.409 -2.302 -0.972
9 H 0.534 -0.761 1.644
10 H 1.446 -1.845 0.419
11 H 1.280 1.246 -0.764
12 N -1.896 0.333 0.474
13 N -1.702 -0.909 -0.264
14 S 2.083 0.376 -0.069

Results
Frontier orbital gap (eV): 9.5
ΔE to the lowest compared entry with this formula, charge and spin (eV): 5.323
Structure (SMILES): CN/N=C\CS
HOMO energy (eV): -9.11
Charge: 0